[1]
47
Properties=species:S:1:pos:R:3:nbo_charge:R:1 method="wB97M-V/def2-TZVPD" gap_ev=7.042 total_charge=-1 largest_force_ev_per_a=0.51 e_tot_ha=-800.27543 homo_energy_ev=-4.74 lumo_energy_ev=2.30
B 1.985 -2.682 -0.425 -0.426
C 1.586 -1.394 -1.365 -0.633
C 2.446 -0.146 -1.135 -0.379
C 2.135 0.585 0.173 -0.421
C 0.885 1.473 0.094 -0.391
C -0.239 1.121 1.081 -0.410
C -0.621 -0.363 1.177 -0.419
C -1.870 -0.794 0.378 -0.401
C -2.138 -0.041 -0.938 -0.632
H 3.168 -2.986 -0.638 -0.079
H 1.813 -2.441 0.783 -0.088
H 1.252 -3.639 -0.700 -0.059
H 1.718 -1.681 -2.414 0.197
H 0.519 -1.143 -1.257 0.166
H 2.288 0.571 -1.956 0.159
H 3.499 -0.442 -1.154 0.190
H 2.023 -0.168 0.955 0.221
H 3.012 1.180 0.447 0.178
H 0.514 1.509 -0.932 0.205
H 1.181 2.504 0.324 0.175
H 0.066 1.466 2.071 0.183
H -1.125 1.707 0.825 0.204
H 0.211 -1.010 0.904 0.259
H -0.832 -0.582 2.228 0.185
H -1.742 -1.852 0.146 0.215
H -2.748 -0.739 1.026 0.173
H -2.268 -0.764 -1.746 0.204
H -1.318 0.605 -1.234 0.225
H -3.069 0.524 -0.884 0.188
O -3.087 2.871 1.992 -0.950
H -2.696 3.583 2.507 0.476
H -3.020 2.115 2.585 0.481
O 2.914 -5.993 0.299 -0.967
H 2.705 -5.108 0.632 0.498
H 3.396 -5.776 -0.504 0.469
O -0.972 2.617 -2.974 -0.931
H -1.413 1.973 -3.537 0.469
H -1.688 3.124 -2.580 0.466
O -5.375 2.643 3.776 -0.957
H -5.087 2.851 2.875 0.488
H -5.655 1.724 3.737 0.464
O 2.827 -2.947 -4.519 -0.918
H 2.325 -3.300 -5.258 0.457
H 3.161 -2.099 -4.825 0.463
O -0.534 3.644 3.528 -0.944
H 0.391 3.389 3.604 0.480
H -0.527 4.308 2.830 0.467



[2]
52
Properties=species:S:1:pos:R:3:lowdin_charge:R:1 method="wB97M-V/def2-TZVPD" de_lowest_kcal_mol=0.0 gap_ev=1.576 total_charge=+5 largest_force_ev_per_a=3.51 e_tot_ha=-1054.79884 homo_energy_ev=-20.11 lumo_energy_ev=-18.54
N -1.961 -1.927 2.867 0.299
H -1.156 -2.214 3.473 0.095
H -2.604 -2.727 2.980 0.181
H -1.543 -1.850 1.885 0.103
H -2.295 -1.033 3.231 0.150
Ba 1.197 -0.340 5.341 1.725
Ba 2.035 -3.142 2.344 1.759
Ba 4.415 -0.097 3.092 1.810
O -0.171 -2.089 0.700 -0.429
C 0.440 -0.848 0.429 -0.369
C 0.853 0.145 1.501 -0.357
O 1.668 -0.284 2.613 -0.914
H -0.174 -0.307 -0.304 0.128
H 1.346 -1.150 -0.148 0.114
H -0.046 0.643 1.909 0.101
H 1.318 1.014 1.022 0.122
C 1.163 0.007 -3.475 -0.164
O 0.962 0.612 -4.703 0.005
H 1.807 0.543 -2.770 0.083
H 0.144 -0.149 -3.055 0.073
H 1.557 -1.000 -3.608 0.087
H 0.782 1.557 -4.644 0.110
C -1.954 3.744 1.946 -0.106
O -1.008 3.347 0.928 -0.133
H -2.641 4.490 1.563 0.101
H -2.530 2.845 2.198 0.073
H -1.481 4.095 2.867 0.076
H -0.849 2.415 1.077 0.009
C 3.086 3.206 2.397 -0.080
O 4.061 2.280 1.837 -0.327
H 2.548 3.727 1.608 0.118
H 2.441 2.657 3.090 0.056
H 3.578 3.978 2.992 0.114
H 4.466 2.746 1.089 0.125
C -1.671 2.179 -2.389 -0.127
O -2.601 2.443 -3.403 0.022
H -0.719 2.615 -2.695 0.097
H -2.065 2.558 -1.429 0.098
H -1.592 1.095 -2.243 0.065
H -2.424 3.321 -3.771 0.129
C -2.864 -2.264 -1.789 -0.105
O -2.789 -3.064 -0.599 -0.110
H -1.864 -1.834 -1.964 0.057
H -3.152 -2.842 -2.661 0.103
H -3.489 -1.383 -1.611 0.090
H -1.982 -2.757 -0.178 -0.002
C 1.404 -4.290 -1.928 -0.060
O 1.363 -4.282 -0.477 -0.222
H 1.204 -3.283 -2.295 0.076
H 2.275 -4.811 -2.308 0.102
H 0.549 -4.851 -2.317 0.107
H 0.965 -3.446 -0.213 -0.059



[3]
70
Properties=species:S:1:pos:R:3:nbo_charge:R:1 method="wB97M-V/def2-TZVPD" de_lowest_kcal_mol=175.9 gap_ev=1.926 total_charge=0 largest_force_ev_per_a=8.94 e_tot_ha=-2515.89974 homo_energy_ev=-9.01 lumo_energy_ev=-7.09
Be 0.108 -3.122 -2.236 1.547
S 0.138 -0.481 -0.687 2.671
O 0.366 0.780 -1.399 -1.033
O 0.130 -0.232 0.756 -1.038
O -1.037 -1.258 -1.047 -1.129
O 1.171 -1.414 -1.011 -1.118
C -2.344 1.498 2.686 0.766
O -1.744 2.556 2.432 -0.707
N -1.957 0.287 2.262 -0.871
N -3.391 1.433 3.357 -0.802
H -2.347 -0.517 2.732 0.389
H -1.182 0.230 1.617 0.419
H -3.572 0.768 4.096 0.393
H -3.523 2.362 3.730 0.400
C -4.088 -1.333 -2.392 0.746
O -5.123 -1.690 -2.895 -0.634
N -3.371 -2.098 -1.604 -0.833
N -3.485 -0.200 -2.626 -0.827
H -3.689 -3.023 -1.354 0.409
H -2.710 -1.521 -1.104 0.420
H -3.847 0.164 -3.496 0.395
H -2.489 -0.038 -2.587 0.393
C 4.888 -2.417 1.072 0.758
O 6.002 -2.980 1.147 -0.658
N 4.057 -2.630 0.105 -0.837
N 4.329 -1.434 1.861 -0.866
H 4.381 -3.304 -0.575 0.392
H 3.066 -2.436 0.100 0.393
H 4.760 -1.269 2.759 0.410
H 3.581 -0.827 1.558 0.406
C 1.374 1.688 3.980 0.746
O 2.078 2.335 4.749 -0.678
N 0.449 0.860 4.396 -0.863
N 1.208 1.920 2.711 -0.823
H 0.264 0.974 5.382 0.409
H 0.070 0.133 3.806 0.390
H 0.438 1.392 2.324 0.399
H 1.672 2.732 2.330 0.419
C 0.077 -0.447 -4.827 0.787
O 0.018 -1.552 -4.201 -0.846
N 0.556 0.641 -4.250 -0.802
N -0.314 -0.258 -6.001 -0.762
H 0.735 0.467 -3.272 0.437
H 0.309 1.538 -4.644 0.401
H -0.405 0.712 -6.264 0.405
H -0.906 -0.982 -6.384 0.418
C -1.547 3.341 -1.096 0.737
O -2.298 4.333 -1.140 -0.664
N -1.535 2.456 -2.020 -0.857
N -0.786 3.047 -0.176 -0.806
H -0.889 1.697 -1.855 0.387
H -2.292 2.375 -2.684 0.393
H -0.946 3.309 0.786 0.453
H -0.278 2.202 -0.397 0.374
C 3.652 1.719 -0.285 0.735
O 4.554 2.304 0.221 -0.665
N 3.682 0.472 -0.634 -0.852
N 2.613 2.258 -0.717 -0.834
H 2.833 -0.028 -0.855 0.387
H 4.551 0.063 -0.322 0.411
H 1.744 1.759 -0.837 0.398
H 2.649 3.266 -0.667 0.403
C -1.478 -3.119 2.240 0.731
O -2.034 -3.936 2.925 -0.674
N -0.335 -2.597 2.473 -0.839
N -2.117 -2.666 1.203 -0.852
H 0.233 -1.971 1.921 0.422
H 0.142 -3.184 3.142 0.406
H -1.758 -2.071 0.470 0.406
H -3.058 -3.032 1.207 0.409



[4]
65
Properties=species:S:1:pos:R:3:nbo_charge:R:1 method="wB97M-V/def2-TZVPD" de_lowest_kcal_mol=112.8 gap_ev=9.973 total_charge=+2 largest_force_ev_per_a=6.84 e_tot_ha=-2479.61159 homo_energy_ev=-14.17 lumo_energy_ev=-4.20
Ca 0.269 -0.117 -0.213 1.795
C 0.188 3.123 -1.325 0.766
O 0.700 2.104 -0.771 -0.743
N -0.148 4.218 -0.725 -0.815
N 0.022 3.261 -2.577 -0.796
H -0.511 4.997 -1.254 0.404
H -0.014 4.301 0.273 0.412
H 0.411 2.632 -3.266 0.417
H -0.331 4.093 -3.028 0.394
C -1.004 0.101 3.093 0.761
O -0.204 -0.289 2.229 -0.737
N -1.393 1.279 3.373 -0.803
N -1.532 -0.637 4.001 -0.810
H -0.998 1.998 2.783 0.415
H -1.878 1.378 4.253 0.400
H -1.307 -1.622 4.020 0.412
H -2.129 -0.240 4.713 0.392
C 3.062 -0.172 -2.300 0.784
O 1.882 -0.102 -1.945 -0.732
N 3.605 0.663 -3.124 -0.804
N 3.954 -1.089 -1.972 -0.834
H 3.010 1.371 -3.530 0.400
H 4.541 0.492 -3.464 0.397
H 4.954 -1.000 -2.079 0.398
H 3.612 -1.876 -1.441 0.417
C -2.693 1.537 0.416 0.758
O -1.624 1.005 0.240 -0.752
N -3.738 0.870 0.729 -0.804
N -2.726 2.821 0.561 -0.838
H -4.621 1.361 0.735 0.409
H -3.581 -0.115 0.890 0.423
H -3.350 3.249 1.230 0.405
H -1.855 3.254 0.290 0.408
C -2.202 -2.677 0.371 0.775
O -1.513 -1.724 0.050 -0.703
N -2.984 -2.799 1.413 -0.859
N -2.124 -3.849 -0.236 -0.802
H -3.910 -3.182 1.281 0.413
H -2.784 -2.039 2.047 0.396
H -2.750 -4.508 0.203 0.388
H -1.500 -4.130 -0.979 0.413
C 1.373 -3.274 0.529 0.769
O 1.359 -2.197 -0.089 -0.756
N 1.902 -3.464 1.687 -0.802
N 1.001 -4.349 -0.070 -0.796
H 2.078 -2.677 2.295 0.419
H 1.993 -4.378 2.106 0.397
H 0.725 -4.364 -1.041 0.413
H 1.248 -5.206 0.406 0.387
C 2.976 0.563 1.825 0.782
O 2.276 0.121 0.914 -0.737
N 4.268 0.779 1.794 -0.805
N 2.469 0.841 3.017 -0.838
H 4.588 1.348 2.565 0.388
H 4.836 0.757 0.959 0.417
H 1.492 0.604 3.121 0.420
H 3.121 0.964 3.778 0.392
C -1.354 0.364 -3.138 0.793
O -0.781 -0.245 -2.267 -0.691
N -2.424 1.124 -3.042 -0.818
N -0.912 0.512 -4.394 -0.834
H -2.641 1.593 -2.174 0.405
H -2.768 1.483 -3.921 0.383
H -0.083 0.135 -4.831 0.419
H -1.547 1.019 -4.993 0.373